#1
Formula: C2H3NO3
Source: OMol25
Level of theory: the ωB97M-V functional and the def2-TZVPD basis

Each atom is followed by the atoms it is bonded to, with distances in Å.
Positions of all 9 atoms, in Å:
1 C -0.394 0.598 0.017  H4 1.210, N6 1.343, O8 1.320
2 C 1.705 -0.306 -0.077  H5 1.167, O8 1.398, O9 1.169
3 H -2.586 0.048 0.151  O7 0.962
4 H -0.896 1.604 -0.432  C1 1.210
5 H 2.783 0.093 -0.279  C2 1.167
6 N -0.840 -0.568 0.514  C1 1.343, O7 1.589
7 O -2.263 -0.807 -0.150  H3 0.962, N6 1.589
8 O 0.897 0.800 0.201  C1 1.320, C2 1.398
9 O 1.595 -1.463 0.055  C2 1.169

Orbital gap, eV: 10.9
SMILES: O=CO/C=N/O
LUMO energy, eV: 0.428
2S+1: 1



#2
Formula: C2H3NO3
Source: OMol25
Level of theory: the ωB97M-V functional and the def2-TZVPD basis

Each atom is followed by the atoms it is bonded to, with distances in Å.
Positions of all 9 atoms, in Å:
1 C -0.100 -1.231 -1.329  O4 1.201, O6 1.341, H7 1.139
2 C -0.433 1.491 2.426  O5 1.131
3 N 0.235 0.127 0.426  O6 1.438, H8 0.984, H9 1.005
4 O 0.160 -0.314 -2.060  C1 1.201
5 O -0.715 2.421 1.848  C2 1.131
6 O 0.189 -1.239 -0.020  C1 1.341, N3 1.438
7 H -0.466 -2.270 -1.621  C1 1.139
8 H -0.096 0.791 -0.221  N3 0.984
9 H 1.227 0.224 0.553  N3 1.005

Orbital gap, eV: 11.1
LUMO energy, eV: 0.856
2S+1: 1



Stability ranking, top entry: #2; the second entry is 0.0622 hartree less favorable.



#1
Formula: C2H3NO3
Source: OMol25
Level of theory: the ωB97M-V functional and the def2-TZVPD basis

Each atom is followed by the atoms it is bonded to, with distances in Å.
Positions of all 9 atoms, in Å:
1 C 0.635 -0.306 -0.991  C2 1.362, H7 1.012, H8 1.041
2 C 0.228 0.017 0.268  C1 1.362, N3 1.606, O6 1.345
3 N -1.343 0.317 0.422  C2 1.606, O4 1.206, O5 1.218
4 O -2.026 -0.165 -0.446  N3 1.206
5 O -1.743 1.101 1.264  N3 1.218
6 O 0.893 -0.068 1.434  C2 1.345, H9 0.904
7 H 1.597 -0.457 -1.267  C1 1.012
8 H 0.011 -0.362 -1.823  C1 1.041
9 H 1.748 -0.076 1.140  O6 0.904

Orbital gap, eV: 10.1
SMILES: C=C(O)[N+](=O)[O-]
LUMO energy, eV: -0.160
2S+1: 1



#2
Formula: C2H3NO3
Source: OMol25
Level of theory: the ωB97M-V functional and the def2-TZVPD basis

Each atom is followed by the atoms it is bonded to, with distances in Å.
Positions of all 9 atoms, in Å:
1 C -0.749 -0.596 0.056  O6 1.340, H7 1.176, H8 1.015
2 C 1.678 0.550 -0.035  N3 1.454, O6 1.397, H9 1.126
3 N 2.970 -0.117 -0.035  C2 1.454, O4 1.220, O5 1.212
4 O 3.859 0.709 0.096  N3 1.220
5 O 3.085 -1.324 -0.053  N3 1.212
6 O 0.536 -0.252 -0.110  C1 1.340, C2 1.397
7 H -1.564 0.245 0.162  C1 1.176
8 H -0.796 -1.589 0.261  C1 1.015
9 H 1.560 1.633 -0.321  C2 1.126

Orbital gap (alpha / beta), eV: 7.6 / 8.7
LUMO energy (alpha / beta), eV: -1.258 / -0.525
2S+1: 1



Stability ranking, top entry: #1; the second entry is 0.1105 hartree less favorable.